Record 1
101
Properties=species:S:1:pos:R:3:lowdin_charge:R:1 method="wB97M-V/def2-TZVPD" de_lowest_kj_mol=0.0 e_homo_ev=-10.1440 gap_ev=10.26
C 3.563 -1.842 0.886 -0.0506
C 2.390 -0.924 0.606 -0.2602
O 2.158 -0.745 -0.797 -0.2221
P 1.258 -1.807 -1.598 0.4028
O 0.100 -2.335 -0.876 -0.2095
O 2.344 -2.862 -2.087 -0.1838
C 2.064 -4.262 -2.113 -0.2677
C 1.295 -4.676 -3.366 -0.0624
O 0.884 -1.001 -2.915 -0.1730
C 1.837 -0.300 -3.713 -0.2633
C 2.022 -0.987 -5.061 -0.0349
H 4.498 -1.328 0.654 0.0706
H 3.620 -2.146 1.930 0.0834
H 3.483 -2.731 0.262 0.0698
H 1.482 -1.308 1.080 0.1151
H 2.557 0.074 1.020 0.1103
H 3.000 -4.813 -2.023 0.1184
H 1.493 -4.515 -1.214 0.1105
H 0.510 -3.960 -3.601 0.0769
H 2.037 -4.689 -4.168 0.0747
H 0.894 -5.683 -3.283 0.0783
H 1.480 0.727 -3.795 0.1207
H 2.826 -0.314 -3.244 0.0850
H 1.087 -0.967 -5.625 0.0850
H 2.799 -0.510 -5.653 0.0474
H 2.248 -2.037 -4.873 0.0718
C -7.366 2.079 4.971 -0.0715
C -7.527 1.686 3.534 -0.2600
O -7.134 0.304 3.367 -0.1709
P -6.711 -0.160 1.913 0.3735
O -7.556 0.343 0.825 -0.2210
O -5.175 0.208 1.801 -0.1786
C -4.355 -0.340 0.772 -0.2581
C -3.150 0.554 0.514 -0.0997
O -6.641 -1.748 2.078 -0.1667
C -7.750 -2.567 1.786 -0.2902
C -7.339 -4.019 1.629 -0.0796
H -7.950 1.470 5.661 0.0893
H -6.332 1.997 5.310 0.0450
H -7.626 3.131 5.104 0.0879
H -8.559 1.784 3.195 0.1208
H -6.909 2.335 2.909 0.1202
H -3.977 -1.312 1.096 0.1213
H -4.930 -0.432 -0.153 0.1229
H -2.480 -0.034 -0.116 0.0753
H -3.370 1.492 0.005 0.0659
H -2.665 0.834 1.447 0.0197
H -8.546 -2.518 2.533 0.1233
H -8.214 -2.300 0.831 0.1156
H -8.121 -4.594 1.138 0.0762
H -6.415 -4.121 1.053 0.0776
H -7.080 -4.513 2.570 0.0737
C 5.162 2.105 -7.509 -0.0680
C 4.808 0.982 -6.545 -0.2637
O 5.787 0.887 -5.497 -0.1827
P 5.685 1.758 -4.158 0.3971
O 5.478 3.208 -4.346 -0.2244
O 4.582 1.049 -3.283 -0.1861
C 3.972 1.617 -2.126 -0.2823
C 4.938 1.678 -0.934 -0.0437
O 7.027 1.314 -3.422 -0.1840
C 8.323 1.583 -3.962 -0.2662
C 9.174 0.332 -3.938 -0.0738
H 6.207 2.003 -7.805 0.0809
H 4.527 2.089 -8.393 0.0780
H 5.068 3.064 -6.998 0.0704
H 3.846 1.169 -6.064 0.0999
H 4.829 0.027 -7.068 0.1200
H 3.517 2.566 -2.408 0.0840
H 3.136 0.965 -1.859 0.0674
H 5.780 2.281 -1.278 0.0715
H 4.456 2.179 -0.098 0.0624
H 5.282 0.677 -0.686 0.0756
H 8.262 1.921 -4.998 0.1163
H 8.775 2.340 -3.319 0.1223
H 9.267 -0.089 -2.937 0.0783
H 8.787 -0.378 -4.669 0.0786
H 10.200 0.582 -4.216 0.0782
C -3.517 0.109 5.607 -0.0403
C -4.248 -0.014 6.929 -0.4338
C -4.527 1.361 7.573 -0.2803
F -5.191 2.204 6.732 0.0568
F -5.284 1.173 8.674 0.1054
F -5.409 -0.698 6.751 0.1249
F -3.542 -0.738 7.840 0.1220
O -2.356 0.892 5.859 0.0285
C -1.302 0.701 5.009 -0.5473
C -0.480 1.982 5.065 -0.2793
F 0.621 1.983 4.269 0.0352
F -1.239 3.075 4.759 0.0843
F -0.591 -0.368 5.415 0.1614
F -1.710 0.437 3.746 0.1250
H -4.128 0.608 4.851 0.1450
H -3.312 -0.864 5.156 0.1586
H -3.589 1.865 7.814 0.1699
H -0.136 2.142 6.096 0.1777
C 0.695 2.381 -0.390 -1.5489
Br -0.722 2.484 -1.736 0.5900
Br -0.088 2.257 1.356 0.6866
Br 1.801 3.983 -0.525 0.6081
H 1.326 1.516 -0.542 -0.0603

Record 2
111
Properties=species:S:1:pos:R:3:lowdin_charge:R:1 method="wB97M-V/def2-TZVPD" de_lowest_kj_mol=129.2 e_homo_ev=-10.0330 gap_ev=6.01 charge=+1
C -3.148 -5.442 4.219 0.0402
C -2.854 -4.131 3.603 -0.4018
O -3.422 -3.573 2.744 0.1947
N -1.461 -3.592 3.873 0.0804
H -0.833 -4.330 4.208 0.1768
H -0.979 -3.346 2.979 0.1597
C -1.371 -2.440 4.840 0.0439
H -4.193 -5.711 4.085 0.1141
H -2.913 -5.464 5.286 0.1034
H -2.562 -6.247 3.765 0.1137
H -0.326 -2.197 5.001 0.1114
H -1.815 -2.837 5.749 0.1074
H -1.906 -1.584 4.447 0.1103
C -3.530 0.085 -3.769 0.0433
C -2.941 -1.223 -4.205 -0.4084
O -3.151 -1.832 -5.180 0.2057
N -1.779 -1.696 -3.361 0.0758
H -1.799 -1.342 -2.400 0.0928
H -1.948 -2.712 -3.160 0.1197
C -0.445 -1.263 -3.942 0.0356
H -2.912 0.546 -2.999 0.0753
H -4.549 0.000 -3.391 0.0974
H -3.586 0.716 -4.656 0.1129
H 0.320 -1.845 -3.448 0.0821
H -0.258 -0.203 -3.822 0.1110
H -0.520 -1.554 -4.987 0.1036
C 4.634 -6.285 -1.320 0.0450
C 3.414 -6.128 -0.481 -0.4066
O 2.553 -6.919 -0.375 0.1938
N 3.240 -4.876 0.375 0.1133
H 3.180 -5.237 1.329 0.1817
H 4.065 -4.268 0.357 0.1840
C 1.984 -4.121 -0.024 0.0291
H 5.193 -5.360 -1.470 0.1001
H 4.284 -6.673 -2.273 0.1125
H 5.342 -6.961 -0.837 0.1141
H 1.450 -3.833 0.864 0.0776
H 1.372 -4.665 -0.740 0.0977
H 2.289 -3.297 -0.671 0.1022
C -4.223 1.231 0.026 0.0340
C -4.894 0.211 0.868 -0.3729
O -5.685 0.436 1.727 0.1767
N -4.625 -1.228 0.451 0.0850
H -4.831 -1.382 -0.540 0.1671
H -3.593 -1.456 0.506 0.1266
C -5.495 -2.130 1.249 -0.0332
H -3.172 1.283 0.318 0.0694
H -4.597 2.228 0.250 0.1143
H -4.293 1.103 -1.053 0.0868
H -5.368 -2.077 2.321 0.0873
H -5.483 -3.133 0.839 0.0892
H -6.527 -1.806 1.103 0.1070
C 5.326 3.357 1.444 -0.0882
C 4.549 4.225 0.481 -0.2185
C 3.093 4.404 0.944 -0.1108
N 2.203 5.231 0.049 -0.2264
C 2.124 4.582 -1.295 0.0388
C 2.645 6.683 -0.031 -0.0765
C 2.018 7.365 1.163 -0.1644
C 0.840 6.545 1.664 -0.1002
C 0.828 5.400 0.636 -0.1489
H 4.690 2.505 1.713 0.0718
H 5.597 3.832 2.389 0.0772
H 6.193 2.848 1.030 0.0735
H 4.490 3.734 -0.493 0.0892
H 4.946 5.223 0.289 0.1064
H 3.193 4.991 1.861 0.1392
H 2.600 3.450 1.114 0.1278
H 1.572 3.656 -1.137 0.0973
H 3.102 4.283 -1.652 0.1024
H 1.609 5.224 -2.003 0.1039
H 2.103 7.072 -0.897 0.1369
H 3.694 6.788 -0.285 0.1313
H 1.796 8.394 0.853 0.1221
H 2.721 7.694 1.938 0.1140
H -0.111 7.059 1.573 0.1229
H 1.057 6.152 2.653 0.1098
H 0.178 5.587 -0.220 0.0431
H 0.449 4.481 1.085 0.1286
C 3.670 0.158 -0.988 -0.6435
F 3.038 -0.069 -2.147 0.1085
F 3.194 1.321 -0.472 0.0769
F 3.334 -0.800 -0.107 0.0885
S 5.524 0.260 -1.190 0.4314
O 5.878 -1.042 -1.717 -0.3463
O 5.893 1.391 -1.991 -0.3013
O 5.823 0.359 0.229 -0.3475
C -1.798 -5.209 -0.077 -0.6379
F -0.930 -6.079 -0.625 0.1186
F -2.372 -5.936 0.895 0.1145
F -1.104 -4.204 0.460 0.0995
S -3.064 -4.706 -1.331 0.4951
O -3.906 -5.847 -1.478 -0.2576
O -3.735 -3.559 -0.728 -0.3366
O -2.354 -4.364 -2.563 -0.3131
C -1.467 4.039 -0.864 -0.6230
F -0.200 3.639 -0.651 0.0153
F -2.101 2.963 -1.356 0.0891
F -2.040 4.328 0.320 0.1250
S -1.495 5.538 -1.935 0.4680
O -2.909 5.736 -2.146 -0.2930
O -0.857 6.551 -1.123 -0.3095
O -0.717 5.099 -3.069 -0.3018
C -0.432 0.660 0.371 -0.6616
F 0.803 1.047 0.534 0.1806
F -1.112 0.921 1.516 0.1138
F -1.058 1.343 -0.574 0.1072
S -0.557 -1.136 -0.023 0.5208
O 0.281 -1.474 -1.144 -0.2849
O -0.100 -1.817 1.188 -0.3317
O -1.972 -1.319 -0.357 -0.3484

Record 3
82
Properties=species:S:1:pos:R:3:lowdin_spin:R:1 method="wB97M-V/def2-TZVPD" de_lowest_kj_mol=63.8 spin_multiplicity=6 e_homo_ev="-7.5273 / -7.5299" gap_ev="8.19 / 8.10"
Fe 0.616 -1.610 -0.352 3.7014
C -3.585 3.125 -1.705 0.0000
C -2.539 4.179 -1.352 0.0002
C -3.194 5.481 -0.901 0.0000
Sb -1.006 3.294 -0.070 0.0011
C -2.133 2.649 1.672 0.0001
C -1.138 2.387 2.802 0.0000
C -3.298 3.510 2.142 0.0000
C -0.069 5.118 0.695 0.0002
C -0.837 6.018 1.659 0.0000
C 0.482 5.901 -0.496 0.0000
H -4.259 3.506 -2.480 0.0000
H -4.197 2.868 -0.836 0.0000
H -3.135 2.198 -2.057 0.0000
H -1.966 4.401 -2.259 0.0000
H -3.682 5.389 0.070 0.0000
H -3.964 5.775 -1.623 0.0000
H -2.480 6.302 -0.836 0.0000
H -2.526 1.690 1.333 0.0000
H -0.664 3.311 3.144 0.0000
H -0.347 1.700 2.495 0.0000
H -1.644 1.944 3.666 0.0000
H -2.974 4.488 2.500 0.0000
H -3.813 3.014 2.973 0.0000
H -4.035 3.666 1.355 0.0000
H 0.786 4.709 1.243 0.0000
H -1.814 6.310 1.277 0.0000
H -0.272 6.938 1.847 0.0000
H -0.992 5.532 2.622 0.0000
H -0.320 6.316 -1.111 0.0000
H 1.096 5.273 -1.148 0.0000
H 1.100 6.740 -0.162 0.0000
C -2.631 -4.995 -1.657 0.0010
N -2.615 -3.569 -1.373 0.0019
C -3.767 -2.828 -1.266 0.0027
C -3.754 -1.518 -0.983 0.0009
C -2.475 -0.838 -0.787 0.0081
O -2.369 0.364 -0.582 0.0093
N -1.363 -1.647 -0.844 0.0435
C -1.404 -2.957 -1.146 0.0167
O -0.335 -3.599 -1.206 0.0495
H -3.632 -5.276 -1.976 0.0001
H -2.356 -5.570 -0.773 0.0001
H -1.920 -5.222 -2.448 0.0002
H -4.681 -3.382 -1.429 0.0002
H -4.666 -0.947 -0.905 0.0002
C 3.715 1.782 -2.741 0.0035
C 2.401 1.169 -2.269 0.0109
P 2.498 -0.271 -1.140 0.0409
C 3.581 -1.499 -2.001 0.0062
C 2.852 -2.811 -2.288 0.0086
C 3.522 0.320 0.257 -0.0008
C 2.701 1.079 1.296 0.0041
H 3.516 2.597 -3.437 0.0007
H 4.346 1.059 -3.259 0.0001
H 4.290 2.197 -1.914 0.0001
H 1.795 0.845 -3.120 0.0006
H 1.786 1.913 -1.753 0.0002
H 4.460 -1.673 -1.377 0.0004
H 3.943 -1.059 -2.932 0.0004
H 2.540 -3.303 -1.365 0.0033
H 3.496 -3.505 -2.831 0.0009
H 1.963 -2.647 -2.901 0.0016
H 4.321 0.953 -0.136 -0.0005
H 3.993 -0.561 0.696 0.0009
H 2.222 1.959 0.859 0.0002
H 3.337 1.423 2.113 0.0000
H 1.924 0.434 1.706 0.0038
C 3.053 -2.615 2.796 0.0288
C 1.661 -2.986 2.265 0.1114
C 0.627 -2.822 3.389 0.0240
C 1.670 -4.444 1.787 0.0339
N 1.322 -2.143 1.167 0.8615
H 3.349 -3.285 3.607 0.0038
H 3.062 -1.592 3.175 0.0007
H 3.794 -2.700 1.998 0.0008
H 0.859 -3.466 4.241 0.0032
H -0.367 -3.076 3.018 0.0006
H 0.606 -1.786 3.732 0.0011
H 1.834 -5.125 2.626 0.0053
H 2.469 -4.599 1.059 0.0006
H 0.722 -4.689 1.305 0.0010

Record 4
94
Properties=species:S:1:pos:R:3:lowdin_charge:R:1 method="wB97M-V/def2-TZVPD" de_lowest_kj_mol=10.1 e_homo_ev=-9.0763 gap_ev=1.92 charge=+1
Hg 0.242 3.187 0.008 1.3484
N 0.239 1.105 -0.569 -0.3897
S 1.292 0.038 -0.124 0.4724
O 2.156 -0.585 -1.118 -0.2089
O 0.928 -0.689 1.056 -0.2257
F 2.437 1.086 0.418 -0.2329
S -0.711 -0.036 -1.395 0.5773
O -1.358 -1.061 -0.650 -0.2033
O -0.292 -0.348 -2.751 -0.2254
F -1.909 1.009 -1.617 -0.1811
N -4.652 -4.278 -1.365 0.0284
C -3.413 -3.682 -1.508 -0.1564
C -2.643 -4.457 -2.333 -0.1361
C -3.398 -5.576 -2.669 -0.1068
C -4.632 -5.430 -2.054 -0.1400
H -5.469 -3.903 -0.916 0.1514
H -3.158 -2.770 -0.993 0.0831
H -1.621 -4.300 -2.642 0.1088
H -3.100 -6.348 -3.361 0.0981
H -5.509 -6.054 -2.129 0.1123
N -1.696 -5.330 0.590 0.0207
C -1.499 -4.184 1.309 -0.1143
C -0.531 -4.482 2.264 -0.1143
C -0.165 -5.789 2.087 -0.1307
C -0.902 -6.316 1.070 -0.1312
H -2.174 -5.407 -0.298 0.0999
H -1.995 -3.249 1.108 0.0821
H -0.071 -3.802 2.962 0.0604
H 0.579 -6.296 2.683 0.0990
H -0.918 -7.283 0.592 0.1117
N -1.762 1.421 3.532 -0.0084
C -1.964 0.318 2.772 -0.1509
C -3.214 -0.185 3.044 -0.0886
C -3.801 0.655 4.031 -0.0912
C -2.879 1.655 4.315 -0.1223
H -0.954 2.019 3.549 0.1351
H -1.189 0.103 2.052 0.0854
H -3.723 -1.040 2.630 0.1013
H -4.777 0.602 4.485 0.0992
H -2.999 2.436 5.049 0.1062
C 4.670 3.602 -2.078 -0.0395
C 3.263 3.042 -2.101 -0.2648
O 2.439 3.631 -1.051 -0.1655
H 5.044 3.512 -1.057 0.0875
H 4.642 4.680 -2.258 0.0837
H 5.345 3.179 -2.818 0.0979
H 3.256 1.974 -1.884 0.1024
H 2.737 3.217 -3.040 0.1032
H 2.592 4.576 -1.171 0.0950
C -0.036 2.829 -3.535 -0.0772
C -0.274 4.271 -3.185 -0.2418
O -0.759 4.328 -1.835 -0.1541
H -0.939 2.222 -3.578 0.0853
H 0.623 2.350 -2.811 0.0297
H 0.478 2.721 -4.491 0.0871
H -0.911 4.763 -3.920 0.1361
H 0.680 4.802 -3.163 0.1114
H -1.027 5.220 -1.585 0.1150
C 2.217 0.809 -5.799 -0.0846
C 2.543 0.223 -4.433 -0.3106
O 1.972 -1.086 -4.291 -0.0759
H 2.462 0.053 -6.543 0.0827
H 2.770 1.745 -5.909 0.0706
H 1.177 1.101 -5.956 0.0613
H 2.251 0.933 -3.658 0.0599
H 3.610 0.023 -4.336 0.1187
H 1.115 -1.065 -3.851 0.0323
C 2.369 -2.530 3.538 -0.0895
C 1.219 -2.044 4.402 -0.2987
O 1.688 -0.977 5.236 -0.0934
H 2.001 -3.356 2.921 0.0567
H 3.235 -2.914 4.076 0.0824
H 2.705 -1.877 2.731 0.0468
H 0.878 -2.870 5.023 0.1142
H 0.419 -1.704 3.741 0.0882
H 1.823 -0.209 4.668 0.0145
C 4.400 2.125 2.839 -0.0766
C 3.813 0.820 3.348 -0.2958
O 2.450 1.038 3.597 -0.1038
H 5.478 2.150 3.007 0.0841
H 4.073 2.969 3.453 0.0799
H 4.134 2.330 1.802 0.0526
H 4.209 0.457 4.297 0.1309
H 4.026 0.027 2.628 0.1078
H 2.138 1.821 3.140 0.0710
C -4.209 2.067 0.283 -0.0367
C -3.317 3.266 0.009 -0.2815
O -2.080 3.095 0.669 -0.1727
H -3.688 1.228 -0.177 0.0651
H -5.134 2.219 -0.275 0.0957
H -4.351 1.866 1.344 0.0755
H -3.684 4.235 0.358 0.1254
H -3.099 3.349 -1.055 0.1050
H -2.230 3.011 1.621 0.0841

Record 5
100
Properties=species:S:1:pos:R:3:lowdin_charge:R:1 method="wB97M-V/def2-TZVPD" smiles="C[C@@H](I)CC1=CC(=O)C([PH2]=N)=CC1=O.CCOS(C)(=O)=O.CCOS(C)(=O)=O.CCOS(C)(=O)=O.CCOS(C)(=O)=O.CCOS(C)(=O)=O" e_homo_ev=-9.0358 gap_ev=7.86
C -1.786 -3.614 -0.131 -0.1604
C -0.869 -2.638 0.676 -0.7426
I -2.086 -1.146 1.703 0.7868
C 0.075 -3.383 1.695 -0.1993
C 1.471 -3.616 1.091 -0.1350
C 2.328 -2.639 0.797 0.0626
C 3.671 -3.070 0.188 -0.3588
O 4.712 -2.599 0.522 0.1022
C 3.563 -4.199 -0.855 -0.2651
P 4.534 -4.225 -2.436 0.7440
N 4.043 -5.498 -3.255 -0.3337
C 2.719 -5.177 -0.556 0.0211
C 1.917 -5.056 0.758 -0.3175
O 1.641 -5.989 1.431 0.1502
H -2.783 -3.182 -0.336 0.0465
H -1.277 -3.808 -1.096 0.0797
H -1.949 -4.565 0.414 0.0785
H -0.190 -2.132 -0.037 0.0689
H -0.355 -4.395 1.852 0.1067
H 0.119 -2.896 2.682 0.0945
H 2.082 -1.579 0.969 0.1425
H 5.927 -4.275 -2.190 0.0064
H 4.198 -3.062 -3.193 0.0144
H 3.642 -5.183 -4.139 -0.0451
H 2.591 -6.030 -1.245 0.1164
O -3.239 3.229 -1.540 -0.2862
S -1.811 3.282 -1.428 0.5828
O -1.049 2.128 -1.047 -0.2850
O -1.405 4.511 -0.485 -0.2579
C -1.953 4.567 0.842 -0.2528
C -1.297 3.557 1.761 -0.0732
C -1.138 3.923 -2.925 -0.1097
H -3.037 4.434 0.812 0.1170
H -1.763 5.573 1.215 0.1225
H -1.523 2.538 1.446 0.0485
H -1.651 3.678 2.786 0.0838
H -0.212 3.667 1.743 0.0875
H -1.687 4.818 -3.208 0.0794
H -1.248 3.155 -3.690 0.0775
H -0.084 4.144 -2.769 0.0758
O -4.921 2.821 -4.939 -0.2730
S -5.149 1.460 -4.555 0.5852
O -4.730 0.369 -5.388 -0.2821
O -6.702 1.274 -4.202 -0.2842
C -7.678 1.632 -5.193 -0.2500
C -7.749 0.616 -6.318 -0.0696
C -4.517 1.201 -2.931 -0.1223
H -7.477 2.634 -5.578 0.1175
H -8.640 1.668 -4.680 0.1163
H -6.823 0.598 -6.894 0.0706
H -8.564 0.857 -7.002 0.0829
H -7.901 -0.389 -5.921 0.0727
H -4.856 2.002 -2.287 0.0586
H -3.432 1.204 -2.998 0.0647
H -4.862 0.234 -2.569 0.0787
O 8.951 1.599 1.583 -0.2820
S 7.915 2.126 0.750 0.5873
O 6.906 3.007 1.260 -0.2770
O 7.210 0.918 -0.018 -0.2542
C 6.647 -0.157 0.764 -0.2359
C 5.354 0.259 1.441 -0.0686
C 8.658 2.887 -0.657 -0.1160
H 7.376 -0.523 1.491 0.1244
H 6.444 -0.973 0.073 0.1013
H 5.532 1.032 2.188 0.0582
H 4.892 -0.590 1.942 0.0701
H 4.653 0.668 0.711 0.0889
H 9.404 2.213 -1.071 0.0756
H 9.128 3.810 -0.320 0.0786
H 7.883 3.110 -1.386 0.0755
O -8.214 -0.521 -0.515 -0.2720
S -9.079 -0.653 -1.649 0.5801
O -9.728 0.483 -2.233 -0.2782
O -10.181 -1.773 -1.333 -0.2638
C -10.994 -1.612 -0.160 -0.2574
C -12.047 -0.534 -0.338 -0.0759
C -8.231 -1.525 -2.925 -0.1123
H -10.367 -1.413 0.711 0.1160
H -11.486 -2.570 0.008 0.1212
H -11.591 0.450 -0.446 0.0688
H -12.713 -0.503 0.525 0.0812
H -12.636 -0.718 -1.238 0.0847
H -7.762 -2.409 -2.500 0.0782
H -7.476 -0.853 -3.332 0.0512
H -8.944 -1.795 -3.700 0.0777
O 6.379 1.972 6.200 -0.2792
S 7.410 1.311 5.453 0.5912
O 7.266 -0.054 5.037 -0.2834
O 8.798 1.467 6.245 -0.2624
C 8.856 1.019 7.606 -0.2623
C 8.892 -0.494 7.708 -0.0777
C 7.835 2.282 4.048 -0.1320
H 8.023 1.435 8.177 0.1148
H 9.773 1.430 8.027 0.1199
H 7.962 -0.937 7.353 0.0679
H 9.038 -0.805 8.744 0.0796
H 9.698 -0.901 7.096 0.0842
H 7.978 3.315 4.359 0.0886
H 7.014 2.213 3.344 0.0332
H 8.736 1.880 3.607 0.0518